Computed, not measured: 4 unconnected molecules or ions with the total composition C14H20F3O13, with ωB97M-V/def2-TZVPD.

Computed properties:
HOMO energy: -1.381 eV

```
! wB97M-V def2-TZVPD RIJCOSX def2/J DEFGRID3
* xyz -1 1
O 4.832 -2.170 -1.873
C 4.649 -1.686 -0.490
C 4.514 -0.106 -0.558
O 3.135 0.333 -0.331
C 2.541 0.935 -1.441
O 1.401 0.158 -1.839
C 0.362 0.281 -0.881
C -0.726 -0.800 -1.225
O -1.694 -0.910 -0.152
H 4.190 -1.717 -2.445
H 3.647 -2.098 -0.154
H 5.110 0.283 0.304
H 4.986 0.306 -1.482
H 2.183 1.956 -1.134
H 3.188 1.017 -2.335
H -0.098 1.288 -1.009
H 0.684 0.109 0.158
H -1.278 -0.412 -2.114
H -0.252 -1.782 -1.450
H -2.531 -0.971 -0.612
C -1.058 0.755 2.860
C -0.207 1.959 2.592
O -1.169 2.972 2.336
C -2.277 2.628 3.047
O -3.177 3.366 3.284
O -2.222 1.335 3.457
F 0.551 1.784 1.484
H -1.341 0.232 1.942
H -0.581 0.049 3.532
H 0.428 2.260 3.429
C -3.077 -2.515 3.821
C -3.123 -3.305 5.096
O -1.754 -3.443 5.429
C -1.128 -2.350 4.912
O -0.040 -1.994 5.216
O -1.914 -1.710 4.007
F -3.653 -4.539 4.896
H -2.944 -3.148 2.941
H -3.962 -1.896 3.678
H -3.650 -2.809 5.915
C -0.098 0.853 -4.707
C 0.514 2.162 -5.105
O -0.212 2.505 -6.276
C -1.443 1.939 -6.137
O -2.391 2.231 -6.789
O -1.450 1.006 -5.153
F 1.823 2.021 -5.428
H 0.359 0.004 -5.220
H -0.052 0.680 -3.634
H 0.405 2.956 -4.362
*
```



Computed, not measured: 2 unconnected molecules or ions with the total composition C10H16O, with ωB97M-V/def2-TZVPD.

Computed properties:
Energy relative to the best compared isomer or geometry (same formula, charge and spin): 41.7 kcal/mol
HOMO energy: -8.511 eV
SMILES: CCc1ccc(O)cc1.CC

```
! wB97M-V def2-TZVPD RIJCOSX def2/J DEFGRID3
* xyz 0 1
C -2.738 -1.467 -1.218
C -1.429 -0.742 -1.540
C -0.226 -1.119 -0.676
C 0.911 -1.598 -1.268
C 2.112 -1.812 -0.531
C 2.000 -1.438 0.787
O 3.119 -1.578 1.631
C 0.835 -1.167 1.489
C -0.312 -0.952 0.713
H -3.209 -1.021 -0.343
H -2.516 -2.448 -0.774
H -3.320 -1.856 -2.054
H -1.081 -0.833 -2.566
H -1.578 0.345 -1.461
H 0.928 -1.687 -2.350
H 3.040 -2.074 -1.007
H 3.891 -1.551 1.101
H 0.570 -1.215 2.535
H -1.222 -0.710 1.245
C -0.095 3.768 0.481
C 0.172 2.395 1.095
H 0.226 3.944 -0.544
H -1.125 4.118 0.518
H 0.502 4.513 1.027
H -0.604 1.693 0.782
H 0.014 2.465 2.170
H 1.136 2.027 0.758
*
```



Computed, not measured: C4H6N2 in the gas phase, with ωB97M-V/def2-TZVPD.

Computed properties:
Energy relative to the best compared isomer or geometry (same formula, charge and spin): 46.5 kcal/mol
HOMO energy: -9.926 eV
SMILES: N#CCN1CC1

```
! wB97M-V def2-TZVPD RIJCOSX def2/J DEFGRID3
* xyz 0 1
N -1.839 -1.472 -2.081
C -0.846 -1.268 -1.527
C 0.396 -0.944 -0.799
N 0.123 0.231 0.005
C 1.132 0.759 0.897
C -0.061 0.049 1.429
H 0.715 -1.833 -0.227
H 1.177 -0.731 -1.538
H 1.177 1.846 0.914
H 2.096 0.258 0.982
H 0.110 -0.947 1.841
H -0.895 0.585 1.875
*
```



Computed, not measured: a molecular structure, C4H6Br2O, with ωB97M-V/def2-TZVPD.

Computed properties:
Energy relative to the best compared isomer or geometry (same formula, charge and spin): 25.4 kcal/mol
HOMO energy: -9.620 eV

```
! wB97M-V def2-TZVPD RIJCOSX def2/J DEFGRID3
* xyz 0 1
C 0.031 -0.930 1.966
C -0.994 1.048 -1.049
C 1.130 -0.273 1.650
C -0.318 -0.026 -1.836
O -1.744 0.872 -0.128
Br 2.627 -1.100 0.819
Br 1.357 1.580 1.944
H -0.807 -0.422 2.413
H -0.056 -1.985 1.781
H -0.756 2.069 -1.406
H -0.461 -1.004 -1.380
H 0.745 0.193 -1.940
H -0.753 -0.023 -2.836
*
```



M per entry: 453.3, 152.2, 82.1, 229.9 g mol⁻¹
Gap between HOMO and LUMO per entry: 0.1200, 0.3459, 0.3975, 0.3737 hartree
Calculated total energy per entry: -49609.095, -12675.914, -7223.574, -146376.460 eV